1.
Density functional theory data (the ωB97M-V functional and the def2-TZVPD basis) for 10 unconnected molecules or ions with the total composition C30H56O30.

Geometry as XYZ:
```
116
Properties=species:S:1:pos:R:3:forces:R:3
O -2.483963 4.991909 -2.083832 0.09 0.42 -0.60
O 6.949251 1.044745 1.678922 -0.09 -0.01 0.47
O 3.351724 -1.580193 -5.672771 -0.16 -0.18 0.02
O -3.002127 -7.351616 -2.002009 -0.01 -0.24 0.74
O -4.694710 0.516720 -0.792485 0.94 0.22 0.14
O -6.814145 1.178850 -1.089437 -0.24 0.01 0.00
O 2.948081 0.300851 -6.845196 -0.20 0.01 -0.58
O -1.384568 -6.058575 -1.129312 0.74 -0.37 0.42
O -2.662274 -1.779391 -2.536554 0.16 -0.14 0.07
O -2.800186 4.364415 1.859177 0.31 1.97 0.05
O 0.560530 -2.079363 1.201971 -0.47 -0.89 0.82
O 1.713857 -0.094054 -5.148009 0.01 -0.16 0.29
O -3.548564 -5.652062 -0.760158 -1.43 -1.46 0.13
O 7.871442 0.549839 -0.300844 0.14 -0.41 -0.88
O -2.338261 2.168240 1.883269 0.17 -0.24 -0.25
O 5.170435 0.622432 4.841484 -0.25 -0.74 -1.30
O 6.398209 1.021639 6.614304 -0.02 0.07 0.42
O -2.484303 -2.507698 -4.656437 0.20 -0.29 -0.27
O 0.452905 -0.095918 0.316903 -0.67 1.69 0.22
O 1.780208 -0.463572 2.116553 -0.32 0.29 -0.11
O 5.433928 2.727867 5.487859 -0.49 -0.50 -0.38
O -0.504013 -1.130807 5.174652 -0.47 -1.69 -0.29
O -2.256854 2.987745 -2.978516 -0.45 -0.38 -0.46
O -5.054766 2.512789 -1.508260 1.35 0.29 -0.19
O 0.192066 0.868616 5.936933 -0.35 0.35 -0.16
O -0.902185 3.738268 2.605194 0.97 1.66 0.29
O -3.222806 -3.864885 -3.097124 -0.32 -0.58 1.51
O 6.265819 -0.699269 0.372278 0.58 0.20 -0.88
O 0.179839 -0.983617 7.185415 -0.51 -1.28 1.01
O -2.660475 4.662207 -4.347103 -0.25 0.31 0.43
C -3.289795 -4.677392 -4.225417 -0.52 0.28 -1.97
C 1.352125 -0.861344 -3.999981 -0.41 -0.45 -0.03
C -5.629875 1.386627 -1.116520 -1.11 -0.03 -0.48
C -2.004943 -8.064160 -2.728617 -0.73 -0.64 -1.22
C -0.891249 -0.674851 3.899619 -1.02 1.02 -0.50
C -5.699843 3.450983 -2.345658 -1.18 0.07 -0.69
C 7.023539 0.370126 0.693357 -0.76 -0.71 0.19
C -2.532763 -6.386035 -1.219556 -0.05 1.91 -0.83
C -2.480096 4.272835 -3.226334 0.39 -0.50 0.35
C -2.774540 -2.646378 -3.350774 0.17 0.74 -0.45
C -4.130769 4.216489 1.348692 1.10 -1.83 -0.59
C 0.958749 -0.831718 1.332095 1.23 0.40 -0.83
C -0.068172 -0.298857 6.087318 1.26 0.90 -0.09
C -2.017536 3.318618 2.068624 -1.22 -0.92 0.37
C -3.274594 -4.476716 -0.069567 0.98 1.49 1.01
C 9.018888 1.312111 -0.034441 1.16 0.72 0.38
C 5.700996 1.424606 5.729303 0.79 0.78 0.17
C -1.697293 2.465353 -1.791982 1.73 -0.53 0.33
C -2.794557 -3.723535 -5.351378 -0.16 -0.52 -0.14
C 5.920155 3.672087 6.393356 0.61 1.58 1.03
C -2.989180 6.325239 -2.213569 -0.55 0.35 0.23
C 2.727233 -0.572088 -5.869040 0.21 0.30 0.05
C -0.466765 -2.157280 0.250849 -0.24 -1.12 -2.31
C -0.005166 2.805719 3.161527 0.17 -1.97 0.20
C 5.402981 -1.288697 1.316711 -0.31 0.11 1.10
C -5.106413 -0.751245 -0.318248 -0.58 -0.21 0.62
C 4.340360 1.130654 3.796687 -1.48 0.76 -0.43
C 0.904516 -0.346545 8.232499 0.92 1.10 -0.68
C -0.682913 -0.714822 -0.287124 -0.23 -2.11 1.20
C 3.832704 -0.141282 -7.882557 -0.37 -0.77 0.05
H -2.745342 -5.610226 -4.117701 0.31 0.19 0.22
H -2.673392 -3.826921 -0.705312 0.10 0.01 0.22
H 5.572072 -0.797085 2.276089 -0.26 -0.19 0.03
H -4.216642 -1.373108 -0.305827 -0.07 -0.06 -0.34
H -0.510741 2.200766 3.916295 -0.13 -0.05 -0.21
H 0.451359 0.604050 8.506303 -0.16 -0.09 0.09
H -4.147780 -3.904227 0.249178 -0.64 -0.61 -0.85
H -1.957576 -4.117721 -5.925676 0.37 0.29 0.35
H -1.328222 -2.692228 0.645698 -0.09 0.50 0.35
H 1.936024 -0.589032 -3.122361 0.06 0.17 -0.08
H 4.774078 -0.451942 -7.436476 0.33 0.57 -0.28
H -0.666357 -0.660045 -1.369837 0.29 0.16 0.06
H 3.815483 0.636374 -8.637146 0.58 0.28 0.28
H -1.926420 -0.322798 3.939922 0.17 0.53 0.21
H -1.970868 1.423192 -1.641155 -0.95 0.25 -0.16
H -1.687058 -0.474123 0.073585 0.43 1.33 0.15
H -2.436671 7.015158 -1.580366 0.21 -0.34 0.16
H -4.732891 3.818360 2.161745 -0.40 0.14 -0.25
H -0.138752 -2.778396 -0.591367 0.25 -0.15 0.27
H 9.721657 0.775635 0.610174 -0.29 -0.12 0.13
H 7.007286 3.730638 6.481118 0.02 -0.60 -0.21
H -4.506141 5.120394 0.881626 0.31 0.39 0.57
H -4.002150 3.491478 0.540007 -0.74 -0.18 0.12
H 1.470053 -1.928671 -4.184547 0.18 0.04 -0.08
H -4.025263 6.289529 -1.870971 -0.01 0.19 -0.02
H 3.936996 0.375351 3.126333 0.32 -0.79 0.74
H -3.581697 -3.535295 -6.080017 -0.08 0.22 0.15
H 5.527374 3.613335 7.411119 -0.15 -0.65 -0.12
H -6.527807 3.952333 -1.846442 0.21 0.16 0.29
H 9.561905 1.486194 -0.961466 -0.41 -0.08 -0.20
H 1.896461 -0.123579 7.832326 0.04 0.15 0.11
H -1.807227 3.040253 -0.877663 -0.47 0.16 -0.19
H 1.067030 -0.974286 9.101781 -0.63 -0.46 -0.24
H 4.353618 -1.218776 1.024082 0.13 0.42 -0.12
H 0.857894 3.194960 3.697501 -0.32 1.10 -0.36
H -1.232990 -8.572856 -2.159041 -0.08 0.37 0.39
H 0.291050 -0.678485 -3.841325 0.05 0.22 0.10
H 0.393207 2.154371 2.379615 -0.13 -0.07 0.02
H -2.973293 6.716010 -3.227396 0.16 -0.37 -0.14
H -1.579593 -7.436306 -3.512889 0.30 0.17 0.32
H 8.810605 2.274535 0.434212 -0.26 -0.10 -0.04
H -4.974909 4.149318 -2.750446 0.26 0.07 0.60
H -2.605291 -8.807839 -3.256629 0.22 -0.15 0.11
H 4.756294 1.832222 3.074459 0.81 0.23 0.67
H 3.470899 1.589668 4.266667 -0.03 0.16 -0.08
H 5.602044 -2.356889 1.420126 0.41 0.12 -0.19
H 3.462399 -1.036751 -8.390600 -0.33 -0.03 0.28
H -2.801937 -4.610811 0.910683 0.53 -0.55 -0.38
H -4.325253 -4.917022 -4.476751 -0.03 -0.15 0.53
H -6.143892 3.034696 -3.253760 0.07 -0.67 0.23
H -0.622543 2.354625 -1.983634 0.09 0.41 0.11
H -5.926969 -1.147575 -0.915687 0.28 -0.13 -0.24
H -0.975717 -1.459722 3.149943 0.69 -0.60 0.58
H -5.490481 -0.695909 0.704493 0.08 0.27 -0.01
H -0.222786 0.099953 3.538484 -0.09 0.04 0.07
H 5.628983 4.670613 6.062189 -0.25 -0.26 -0.45
```
Forces are in eV/Å.

## Properties
* Kohn-Sham gap: 10.499 eV
* relative energy (zero: lowest compared OMol25 entry of this formula, charge and spin): 0.00 kJ/mol
* spin multiplicity: 1
* HOMO: -10.4 eV
* maximum force: 2.581 eV Å⁻¹
* charge: 0
* SMILES string: COC(=O)OC.COC(=O)OC.COC(=O)OC.COC(=O)OC.COC(=O)OC.COC(=O)OC.COC(=O)OC.COC(=O)OC.O=C1OCCO1.O=C1OCCO1

=====

2.
Density functional theory data (the ωB97M-V functional and the def2-TZVPD basis) for 4 unconnected molecules or ions with the total composition C4H12O3.

Geometry as XYZ:
```
19
Properties=species:S:1:pos:R:3:forces:R:3
O 2.349103 -0.329863 -0.063390 0.49 0.30 0.23
O 0.822950 0.180063 -2.536745 0.42 -0.68 -0.42
O 2.243745 2.326673 -1.304701 -0.61 -0.03 -0.38
C -3.064135 -1.397630 0.184081 -0.71 -1.17 0.21
C -0.175202 0.120891 1.870577 -0.19 0.16 -0.95
C -0.949256 -0.714061 1.191587 -0.56 -0.16 -1.96
C -2.378014 -0.483199 0.864162 1.46 0.17 0.20
H 0.890628 -0.016288 1.768720 0.06 0.18 0.76
H 2.094204 1.600367 -0.695613 0.12 -0.50 0.27
H 1.305028 1.006274 -2.476649 0.19 0.35 0.01
H 1.541951 -0.827172 -0.215074 0.08 -0.22 -0.10
H -0.612668 1.060596 2.198549 0.30 -0.15 0.41
H 2.903063 -0.795942 0.576399 -0.34 -0.06 -0.21
H 2.921619 2.843518 -0.892934 0.58 0.50 0.19
H -0.566055 -1.558419 0.601056 0.30 0.00 0.72
H 0.002302 0.319363 -2.088002 -0.79 0.29 0.31
H -2.621652 0.541092 1.127307 -1.24 -0.35 0.52
H -2.580632 -2.235116 -0.319541 0.57 0.01 0.61
H -4.126982 -1.641145 0.210218 -0.12 1.36 -0.44
```
Forces are in eV/Å.

## Properties
* Kohn-Sham gap: 9.699 eV
* relative energy (zero: lowest compared OMol25 entry of this formula, charge and spin): 193.37 kJ/mol
* spin multiplicity: 1
* HOMO: -9.1 eV
* maximum force: 2.044 eV Å⁻¹
* charge: 0
* SMILES string: C=CC=C.O.O.O

=====

3.
Density functional theory data (the ωB97M-V functional and the def2-TZVPD basis) for a single C2H6N4O molecule.

Geometry as XYZ:
```
13
Properties=species:S:1:pos:R:3:forces:R:3
O -1.179523 1.863486 -1.512539 -0.68 -4.21 3.08
N 1.206150 -0.059227 -0.605645 1.99 -0.74 1.00
N -1.633696 -0.978872 0.670020 -1.04 1.37 0.83
N -0.896178 0.102175 0.119894 -2.61 -0.21 -0.66
N 2.617680 -0.222569 -0.338148 -0.93 2.09 -0.46
C 0.436608 0.063074 0.377689 1.35 0.68 1.21
C -1.544943 0.816723 -0.865551 0.41 3.38 -2.91
H -1.814628 -0.783669 1.659297 -0.05 0.01 -0.43
H 2.910848 0.136660 0.658236 -0.62 -0.38 -2.69
H 2.935069 0.362305 -1.179272 0.54 -1.04 2.24
H -2.536429 0.378750 -1.102078 0.39 0.07 0.44
H -1.160379 -1.849724 0.638587 0.84 -0.69 -0.52
H 0.659423 0.170888 1.479512 0.42 -0.33 -1.13
```
Forces are in eV/Å.

## Properties
* Kohn-Sham gap: 9.958 eV
* relative energy (zero: lowest compared OMol25 entry of this formula, charge and spin): 373.08 kJ/mol
* spin multiplicity: 1
* HOMO: -9.2 eV
* maximum force: 5.262 eV Å⁻¹
* charge: 0
* SMILES string: N/N=C/N(N)C=O